[1]
Density functional theory data (ωB97M-V/def2-TZVPD) for a structure of composition C19H43O4P2PbS at a distorted geometry.

XYZ file:
```
70
Properties=species:S:1:pos:R:3:mulliken_charge:R:1
C 0.610 5.497 0.861 -0.986
C 1.251 4.220 1.594 -0.346
C 0.690 2.804 1.078 0.443
O 0.775 2.788 -0.367 -0.393
C 1.991 2.175 -0.851 -1.269
P 1.884 0.260 -1.029 2.296
C 0.771 0.552 -2.584 -1.235
C -0.178 -0.745 -2.892 -0.918
C -1.366 -0.864 -1.815 0.982
C -2.850 -0.859 -2.438 -0.719
C -3.868 -1.914 -1.780 -0.787
C -3.817 -2.005 -0.178 0.483
C -4.823 -1.019 0.592 -0.911
C -4.516 0.549 0.415 -0.349
C -3.368 1.118 1.396 -0.768
O -2.079 0.471 1.239 -0.003
C -1.727 -0.348 2.379 -0.248
C 2.798 -0.081 0.627 -0.607
C 3.941 -1.196 0.614 -0.342
C 3.524 -2.651 0.049 -0.530
C 2.368 -3.432 0.874 -0.285
O 2.205 -2.980 2.265 -0.226
C 0.803 -3.096 2.614 0.197
O 0.501 -3.016 3.826 -0.451
P 3.720 0.156 -2.252 0.102
S 5.139 1.409 -1.656 -0.361
H 0.221 5.275 -0.206 0.240
H 1.449 6.286 0.745 0.287
H -0.279 5.967 1.420 0.293
H 2.383 4.257 1.402 0.262
H 1.014 4.274 2.728 0.363
H 1.131 1.891 1.603 -0.220
H -0.442 2.798 1.331 -0.123
H 2.162 2.584 -1.923 0.448
H 2.873 2.548 -0.229 0.360
H 1.578 -1.152 -1.190 -0.424
H 0.643 0.347 -0.247 -0.893
H 1.357 0.734 -3.548 0.441
H 0.046 1.427 -2.458 0.346
H 0.470 -1.696 -2.989 0.115
H -0.607 -0.561 -3.954 0.501
H -1.258 -1.839 -1.216 0.013
H -1.292 0.079 -1.147 -0.475
H -2.739 -1.137 -3.556 0.435
H -3.249 0.227 -2.445 0.171
H -3.737 -2.933 -2.305 0.317
H -4.938 -1.566 -2.056 0.277
H -4.149 -3.083 0.098 0.317
H -2.781 -1.872 0.284 -0.676
H -5.919 -1.291 0.342 0.381
H -4.712 -1.251 1.725 0.303
H -5.488 1.107 0.713 0.376
H -4.331 0.777 -0.688 0.161
H -3.212 2.223 1.078 0.251
H -3.723 1.164 2.488 0.476
H -0.859 0.165 2.926 0.235
H -2.612 -0.620 3.047 0.390
H -1.336 -1.352 1.946 -0.414
H 3.261 0.858 1.128 0.325
H 1.994 -0.440 1.389 0.201
H 4.946 -0.860 0.141 0.525
H 4.223 -1.369 1.738 -0.229
H 3.161 -2.620 -1.050 0.281
H 4.500 -3.277 0.014 0.307
H 2.700 -4.542 0.927 0.293
H 1.401 -3.433 0.260 0.286
H -0.050 -3.205 1.861 0.394
H 3.541 0.416 -3.646 0.193
H 4.347 -1.157 -2.173 0.060
Pb 3.933 -1.940 3.109 1.060
```

F_max: 8.15 eV/Å
M: 636.8 u
Charge: +1
E_HOMO: -0.3615 Eh
Energy above the lowest of the compared OMol25 structures with the same formula, charge and spin: 4.1112 eV
Calculated total energy: -63229.678 eV

=====

[2]
Density functional theory data (ωB97M-V/def2-TZVPD) for a structure of composition C19H43OP3PdS2 at a distorted geometry.

XYZ file:
```
69
Properties=species:S:1:pos:R:3:nbo_charge:R:1
Pd 0.275 0.068 0.630 0.369
P -0.538 1.894 1.743 0.963
P -2.011 -0.468 -0.027 0.966
P 2.357 1.085 0.440 1.068
H 2.000 -1.059 -4.290 0.278
C 2.337 -0.948 -3.268 -0.530
C 2.323 -2.122 -2.399 -0.401
H 2.075 -3.043 -2.918 0.272
C -0.737 3.461 0.822 -0.949
C -2.119 1.831 2.639 -0.948
C 0.569 2.313 3.118 -0.958
C -2.553 -1.820 -1.134 -0.949
C -2.911 -0.958 1.487 -0.945
C -3.050 0.901 -0.693 -0.935
C 3.482 0.479 -0.820 -0.969
C 3.134 0.542 1.997 -0.955
C 2.591 2.906 0.202 -0.946
H 3.236 -0.318 -3.257 0.295
H 3.070 -2.269 -1.633 0.273
H -1.174 4.199 1.516 0.282
H -1.405 3.305 -0.035 0.261
H 0.224 3.831 0.448 0.257
H -2.159 2.724 3.279 0.279
H -2.129 0.939 3.272 0.243
H -2.980 1.829 1.963 0.254
H 0.021 2.982 3.785 0.282
H 1.463 2.825 2.761 0.249
H 0.814 1.389 3.649 0.239
H -3.493 -2.237 -0.728 0.282
H -1.782 -2.600 -1.212 0.250
H -2.767 -1.435 -2.143 0.273
H -3.693 -0.220 1.716 0.282
H -2.219 -1.043 2.337 0.225
H -3.366 -1.941 1.307 0.278
H -4.081 0.533 -0.797 0.284
H -2.674 1.164 -1.690 0.263
H -3.065 1.797 -0.061 0.248
H 4.385 1.093 -0.901 0.296
H 2.899 0.538 -1.728 0.241
H 3.743 -0.567 -0.669 0.249
H 4.120 0.106 1.795 0.296
H 2.470 -0.180 2.488 0.230
H 3.243 1.391 2.673 0.284
H 3.650 3.122 -0.034 0.296
H 2.317 3.505 1.083 0.263
H 1.984 3.255 -0.651 0.273
C -0.334 -1.084 -3.862 -0.280
C -0.085 0.076 -4.756 -0.515
C -1.308 0.547 -5.417 -0.058
C -2.211 -0.401 -5.798 -0.215
C -2.138 -1.726 -5.322 -0.131
C -1.197 -2.054 -4.322 -0.168
S 0.720 -1.041 -2.495 0.662
H 0.526 0.838 -4.284 0.233
H 0.523 -0.341 -5.578 0.271
H -1.378 1.584 -5.682 0.252
H -2.979 -0.166 -6.547 0.273
H -2.840 -2.462 -5.698 0.266
H -1.108 -3.066 -3.926 0.248
C 0.763 -3.363 3.786 -0.804
S -0.319 -2.094 4.488 1.440
C 0.580 -1.642 5.992 -0.791
O -0.247 -0.897 3.561 -0.617
H 0.710 -4.252 4.431 0.314
H 1.806 -3.017 3.744 0.285
H 0.399 -3.590 2.770 0.279
H 1.616 -1.392 5.756 0.287
H 0.098 -0.751 6.406 0.301
H 0.526 -2.480 6.694 0.312
```

F_max: 3.33 eV/Å
M: 551.0 u
Charge: +4
Multiplicity: 5
E_HOMO (alpha / beta): -0.6434 / -0.7124 Eh
Energy above the lowest of the compared OMol25 structures with the same formula, charge and spin: 3.1763 eV
Calculated total energy: -75418.243 eV

=====

[3]
Density functional theory data (ωB97M-V/def2-TZVPD) for a structure of composition C19H43OP3STb at a distorted geometry.

XYZ file:
```
68
Properties=species:S:1:pos:R:3:lowdin_spin:R:1
Tb 0.075 0.127 -0.288 6.143
P -1.234 0.864 2.194 -0.020
P -1.205 2.995 -0.874 -0.018
P -0.302 -2.482 0.611 -0.017
H 1.473 2.205 -2.721 0.000
C 1.392 1.118 -2.637 -0.022
C 0.243 0.426 -2.953 -0.006
H -0.629 0.804 -3.489 0.001
C 0.191 1.445 3.181 0.000
C -2.439 2.154 2.666 -0.004
C -1.899 -0.439 3.304 -0.001
C -1.092 3.836 -2.485 -0.003
C -2.910 3.531 -0.504 -0.003
C -0.229 4.106 0.208 0.000
C 0.227 -3.643 -0.721 0.000
C -1.739 -3.398 1.269 -0.002
C 0.943 -2.799 1.959 0.000
H 2.399 0.645 -2.534 0.000
H 0.254 -0.671 -3.070 0.000
H -0.173 1.648 4.197 0.000
H 0.611 2.350 2.727 0.000
H 0.976 0.682 3.194 0.000
H -2.556 2.102 3.755 -0.001
H -3.410 1.977 2.191 0.000
H -2.098 3.153 2.384 0.000
H -2.173 0.050 4.250 0.000
H -1.159 -1.227 3.483 0.000
H -2.791 -0.898 2.854 0.000
H -0.749 4.858 -2.318 0.000
H -2.081 3.864 -2.951 0.000
H -0.389 3.331 -3.142 0.000
H -2.923 4.621 -0.453 -0.001
H -3.291 3.130 0.434 0.000
H -3.559 3.212 -1.325 0.000
H -0.401 5.126 -0.154 0.000
H 0.839 3.866 0.113 0.000
H -0.531 4.014 1.261 0.000
H 0.830 -4.457 -0.293 0.000
H 0.827 -3.135 -1.497 0.000
H -0.681 -4.055 -1.184 0.000
H -1.421 -4.384 1.624 -0.001
H -2.467 -3.533 0.451 0.000
H -2.204 -2.840 2.097 0.000
H 1.339 -3.822 1.815 0.000
H 0.421 -2.718 2.930 0.000
H 1.784 -2.082 1.902 0.000
C 4.371 -1.674 -0.948 -0.004
C 5.378 -1.851 0.029 -0.001
C 6.720 -2.063 -0.328 0.000
C 7.135 -2.199 -1.669 -0.001
C 6.116 -2.165 -2.639 0.000
C 4.766 -1.935 -2.280 -0.001
S 2.607 -1.290 -0.566 -0.016
H 2.400 -0.103 0.291 -0.007
H 5.095 -1.854 1.086 0.000
H 7.495 -2.141 0.437 0.000
H 8.195 -2.334 -1.957 0.000
H 6.377 -2.318 -3.698 0.000
H 3.984 -1.983 -3.046 0.000
C -4.880 -0.393 -1.000 -0.001
C -3.762 0.034 -0.088 -0.001
O -2.358 -0.185 -0.660 -0.015
H -4.928 0.209 -1.902 0.000
H -5.878 -0.283 -0.529 0.000
H -4.844 -1.433 -1.309 0.000
H -3.831 1.097 0.108 0.000
H -3.786 -0.547 0.824 0.000
H -2.461 -0.244 -1.615 0.000
```

F_max: 2.18 eV/Å
M: 571.5 u
Charge: +3
Multiplicity: 7
E_HOMO (alpha / beta): -0.6156 / -0.6156 Eh
Energy above the lowest of the compared OMol25 structures with the same formula, charge and spin: 0.0000 eV
Calculated total energy: -83557.460 eV

=====

[4]
Density functional theory data (ωB97M-V/def2-TZVPD) for a structure of composition C19H44BBrCl2MgN6NaNbO6Rb at a distorted geometry.

XYZ file:
```
83
Properties=species:S:1:pos:R:3:mulliken_charge:R:1
C -3.130 -1.438 4.053 -1.687
C -2.301 -2.297 3.102 0.561
C -3.196 -3.106 2.159 -1.550
C -1.195 -1.538 2.360 0.550
C -1.643 -0.207 1.732 -0.521
Nb -0.284 0.660 0.156 -0.971
O 0.972 1.470 -1.262 -0.398
C -1.924 2.012 -0.763 -0.644
N -1.422 3.298 -1.227 -0.478
C -0.925 -1.073 -1.172 -1.133
C -0.235 -1.077 -2.473 -0.019
N 0.702 -1.889 -2.695 -0.597
B 1.629 -0.459 0.924 1.110
O 2.000 -0.203 2.267 -0.319
N 2.451 -1.334 0.117 0.508
C 2.060 -2.758 0.260 -0.911
C 3.847 -1.229 0.459 -1.569
H -2.573 -0.633 4.526 0.381
H -3.482 -2.081 4.856 0.441
H -4.031 -1.066 3.577 0.345
H -1.799 -3.045 3.717 0.386
H -3.829 -2.444 1.575 0.294
H -3.791 -3.776 2.769 0.491
H -2.546 -3.726 1.548 0.363
H -0.859 -2.192 1.553 -0.550
H -0.363 -1.425 3.054 -0.069
H -1.837 0.524 2.515 0.521
H -2.586 -0.405 1.211 0.465
H 0.126 2.017 1.325 0.076
H 0.523 1.593 -2.112 0.126
H -2.253 1.499 -1.662 0.382
H -2.745 2.159 -0.066 0.340
H -1.127 3.221 -2.191 0.308
H -0.607 3.595 -0.700 0.242
H -1.989 -0.921 -1.373 0.682
H -0.765 -2.058 -0.741 0.380
H -0.514 -0.375 -3.284 0.502
H 1.087 -1.775 -3.635 0.204
H 1.413 0.521 2.565 0.083
H 2.343 -3.264 -0.661 0.309
H 0.995 -2.904 0.368 0.214
H 2.643 -3.225 1.061 0.316
H 4.026 -1.443 1.545 0.172
H 4.235 -0.216 0.285 0.455
H 4.398 -1.988 -0.134 0.428
Rb 5.954 -2.398 1.660 0.993
N 1.692 -1.056 -6.211 1.175
O 0.635 -0.404 -6.482 -0.767
O 2.771 -0.661 -6.594 -0.597
O 1.585 -2.117 -5.537 -0.744
Cl 1.504 4.050 0.756 -0.220
C 3.028 4.572 -0.005 -0.446
C 2.833 5.098 -1.404 -0.532
Cl 2.345 3.815 -2.543 -0.092
H 3.706 3.723 0.006 0.288
H 3.448 5.358 0.622 0.441
H 3.771 5.510 -1.774 0.201
H 2.075 5.878 -1.442 0.387
N 4.621 8.107 -1.174 0.056
C 5.812 7.441 -1.308 -0.156
C 6.703 8.294 -1.900 -0.667
C 6.027 9.523 -2.127 -0.376
C 4.747 9.378 -1.667 -0.557
H 3.784 7.726 -0.774 0.191
H 5.921 6.423 -0.973 0.374
H 7.727 8.065 -2.142 0.398
H 6.436 10.412 -2.576 0.396
H 3.918 10.065 -1.649 0.377
C -5.420 -7.311 0.470 -1.329
C -5.312 -6.731 1.860 0.830
O -4.233 -6.525 2.393 -0.641
N -6.468 -6.441 2.511 -0.154
C -7.833 -6.615 2.045 -0.845
H -4.419 -7.487 0.087 0.296
H -5.956 -8.260 0.492 0.380
H -5.931 -6.615 -0.196 0.349
H -6.324 -6.059 3.432 0.225
H -8.340 -5.649 2.041 0.287
H -8.365 -7.284 2.724 0.289
H -7.859 -7.033 1.045 0.322
Mg 1.515 0.249 4.367 0.082
Br 3.561 1.482 -1.928 -0.359
Na -1.159 -1.522 -5.594 0.924
```

F_max: 2.89 eV/Å
M: 839.9 u
Charge: +1
E_HOMO: -0.3280 Eh
Calculated total energy: -149454.413 eV

=====

[5]
Density functional theory data (ωB97M-V/def2-TZVPD) for a cluster of 8 separate species, C19H44Br10O9S3 in total at a distorted geometry.

XYZ file:
```
85
Properties=species:S:1:pos:R:3:mulliken_charge:R:1
O -14.685 -7.182 6.882 -0.664
S -15.747 -7.039 7.921 1.062
O -16.330 -8.231 8.533 -0.507
O -15.147 -6.175 9.204 0.061
C -14.102 -5.323 9.056 -0.215
C -12.812 -6.079 9.298 -1.373
C -17.082 -5.929 7.233 -0.891
H -14.173 -4.497 9.764 0.386
H -14.078 -4.823 8.088 0.205
H -12.611 -6.862 8.567 0.309
H -12.782 -6.553 10.279 0.285
H -11.969 -5.389 9.295 0.430
H -17.759 -6.457 6.562 0.360
H -16.619 -5.108 6.684 0.371
H -17.693 -5.426 7.982 0.142
O -15.934 -8.812 13.236 -0.406
S -15.885 -9.485 14.505 0.921
O -14.637 -10.042 14.916 -0.608
O -16.502 -8.490 15.671 -0.239
C -15.928 -8.667 17.052 -0.313
C -16.691 -7.849 18.121 -1.079
C -17.247 -10.790 14.594 -0.866
H -14.889 -8.344 17.111 0.316
H -15.780 -9.707 17.344 0.423
H -16.871 -6.881 17.654 0.243
H -16.096 -7.776 19.031 0.357
H -17.580 -8.438 18.349 0.299
H -17.114 -11.582 13.857 0.371
H -18.186 -10.303 14.329 0.259
H -17.284 -11.148 15.623 0.313
O -17.356 -11.811 6.908 -0.629
S -17.385 -10.900 5.767 1.115
O -18.069 -11.283 4.520 -0.593
O -18.027 -9.419 6.305 -0.168
C -19.062 -9.453 7.270 0.127
C -20.280 -9.807 6.411 -1.028
C -15.674 -10.332 5.386 -0.694
H -19.229 -8.409 7.535 -0.145
H -18.890 -10.196 8.049 0.366
H -20.328 -9.138 5.552 0.333
H -21.208 -9.682 6.969 0.097
H -20.361 -10.864 6.156 0.396
H -15.033 -11.161 5.087 0.415
H -15.415 -9.851 6.330 0.097
H -15.789 -9.634 4.558 0.300
Br -21.308 -3.732 11.129 -0.095
C -23.231 -4.237 10.797 -0.517
C -23.207 -5.739 10.520 -0.599
Br -25.135 -6.333 10.243 -0.181
H -23.681 -3.764 9.924 0.426
H -23.807 -4.066 11.707 0.388
H -22.792 -6.259 11.384 0.328
H -22.595 -6.046 9.672 0.310
Br -23.882 -11.086 12.394 -0.145
C -22.206 -10.198 11.723 -0.371
C -21.614 -10.474 10.306 -0.282
Br -23.004 -10.079 8.879 -0.155
H -21.479 -10.478 12.485 0.324
H -22.427 -9.142 11.875 0.090
H -21.582 -11.555 10.167 0.459
H -20.682 -9.972 10.047 0.041
Br -18.828 -4.055 16.656 -0.184
C -18.494 -2.628 15.323 -0.704
C -19.477 -2.626 14.203 -0.134
Br -18.899 -1.289 12.897 -0.147
H -17.502 -2.773 14.896 0.392
H -18.715 -1.665 15.783 0.426
H -20.480 -2.387 14.556 0.386
H -19.377 -3.580 13.686 -0.031
Br -17.000 -2.667 9.871 -0.056
C -16.342 -2.134 8.055 -0.372
C -14.988 -1.415 8.178 -0.470
Br -14.761 -0.638 6.304 -0.188
H -17.140 -1.532 7.621 0.504
H -16.369 -3.093 7.540 -0.022
H -14.180 -2.138 8.295 0.278
H -14.975 -0.571 8.868 0.418
Br -16.267 -5.437 12.367 -0.175
C -17.635 -6.615 11.669 -0.552
C -18.850 -5.842 11.089 -0.015
Br -19.974 -7.204 10.127 -0.043
H -17.879 -7.285 12.494 0.489
H -17.227 -7.213 10.854 0.043
H -18.495 -5.114 10.359 0.258
H -19.513 -5.367 11.812 -0.061
```

F_max: 4.39 eV/Å
M: 1311.8 u
E_HOMO: -0.3709 Eh
SMILES: CCOS(C)(=O)=O.CCOS(C)(=O)=O.CCOS(C)(=O)=O.BrCCBr.BrCCBr.BrCCBr.BrCCBr.BrCCBr
Energy above the lowest of the compared OMol25 structures with the same formula, charge and spin: 0.8900 eV
Calculated total energy: -771771.602 eV

=====

[6]
Density functional theory data (ωB97M-V/def2-TZVPD) for a structure of composition C19H44ClF3O3P2RuS at a distorted geometry.

XYZ file:
```
74
Properties=species:S:1:pos:R:3:lowdin_spin:R:1
Ru 0.035 -0.259 -0.109 3.068
Cl -0.075 0.024 -2.453 0.277
P -0.221 -2.354 -0.618 0.199
C 0.799 -3.100 -1.980 0.018
C -0.017 -3.495 0.828 0.040
C -1.977 -2.459 -1.198 0.042
C 2.200 -2.483 -2.068 0.022
H 0.237 -2.819 -2.889 0.001
C 0.895 -4.628 -1.896 0.008
H 1.566 -4.936 -1.078 0.001
H 1.326 -4.991 -2.840 0.002
H -0.076 -5.116 -1.764 0.000
H 2.149 -1.436 -2.382 0.004
H 2.793 -3.041 -2.806 0.001
H 2.720 -2.524 -1.099 0.010
H -1.942 -1.881 -2.138 0.001
C -2.950 -1.751 -0.254 0.040
C -2.391 -3.899 -1.509 0.015
H -1.841 -4.291 -2.373 0.000
H -3.460 -3.909 -1.757 0.005
H -2.236 -4.565 -0.648 0.001
H -2.490 -0.946 0.344 0.029
H -3.429 -2.458 0.438 0.002
H -3.744 -1.287 -0.859 0.000
C 1.358 -3.249 1.458 0.016
H -0.043 -4.516 0.415 0.007
C -1.155 -3.361 1.843 0.005
H 2.180 -3.518 0.780 0.001
H 1.449 -3.854 2.370 0.001
H 1.477 -2.187 1.740 0.011
H -1.423 -2.311 2.039 0.003
H -0.842 -3.797 2.803 0.000
H -2.060 -3.884 1.508 0.000
H 1.520 -0.824 -0.178 0.147
H -1.039 0.993 -0.011 0.242
P 0.279 2.485 -0.515 0.300
C -0.861 3.268 -1.741 0.027
C 0.280 3.587 0.959 0.029
C 1.963 2.585 -1.275 0.044
C -2.257 2.641 -1.664 0.019
H -0.419 3.007 -2.715 0.002
C -0.940 4.792 -1.638 0.013
H -1.534 5.106 -0.772 0.001
H -1.443 5.189 -2.530 0.003
H 0.038 5.276 -1.582 0.001
H -2.228 1.603 -2.012 0.004
H -2.959 3.200 -2.300 0.001
H -2.642 2.649 -0.635 0.006
H 1.805 2.052 -2.229 0.002
C 3.023 1.820 -0.476 0.028
C 2.388 4.023 -1.576 0.020
H 1.777 4.479 -2.360 0.001
H 3.426 4.029 -1.933 0.006
H 2.350 4.660 -0.681 0.002
H 2.592 1.031 0.158 0.025
H 3.624 2.493 0.155 0.002
H 3.706 1.327 -1.183 0.002
C -1.106 3.519 1.602 0.007
H 0.455 4.609 0.598 0.010
C 1.406 3.222 1.922 0.002
H -1.826 4.197 1.129 0.000
H -1.040 3.776 2.664 0.000
H -1.518 2.501 1.561 0.009
H 1.439 2.139 2.097 0.001
H 1.216 3.692 2.894 0.000
H 2.387 3.560 1.569 0.000
F -1.434 -1.635 4.775 0.002
C -0.261 -0.996 4.551 0.008
F 0.104 -0.350 5.678 0.001
F 0.686 -1.938 4.284 0.001
S -0.435 0.215 3.109 0.028
O -1.709 -0.131 2.467 0.046
O -0.366 1.505 3.753 0.007
O 0.744 -0.076 2.228 0.121
```

F_max: 3.34 eV/Å
M: 608.1 u
Charge: -1
Multiplicity: 6
E_HOMO (alpha / beta): -0.0216 / -0.1789 Eh
Calculated total energy: -79226.690 eV